1.
DFT (ωB97M-V with the def2-TZVPD basis set) results for a 2-piece molecular cluster, C2H9N2O overall in a non-equilibrium geometry.

```
14
Properties=species:S:1:pos:R:3:mulliken_charge:R:1
C -0.3427 1.0361 1.6196 -0.915
N -0.4929 0.0669 0.5340 -0.217
C -0.5953 0.3213 -0.8184 0.270
N -1.1202 -0.6820 -1.5527 -0.402
H -0.5412 0.4915 2.5882 0.334
H -0.9758 1.8550 1.5766 0.365
H 0.8047 1.2551 1.7592 0.298
H -0.9907 -0.6746 0.9339 0.279
H -0.1584 1.2104 -1.2508 0.397
H -1.4535 -1.7239 -1.2994 0.296
H -1.1977 -0.4409 -2.5759 0.280
H 3.0166 -0.9311 -1.0186 0.321
H 1.9759 -1.0411 0.2056 0.313
O 2.0712 -0.7428 -0.7012 -0.618
```

Its HOMO-LUMO gap is 10.9716 eV. As for the charge: +1. The electronic energy is -266.07661 a.u. The value obtained for the energy above the lowest of the compared OMol25 structures with the same formula, charge and spin is 197.1 kJ/mol.

2.
DFT (ωB97M-V with the def2-TZVPD basis set) results for a 2-piece molecular cluster, C2H9N2O overall in a non-equilibrium geometry.

```
14
Properties=species:S:1:pos:R:3:mulliken_charge:R:1
C -1.0440 2.2391 -0.3013 -0.775
N 0.1804 1.5680 -0.8406 -0.216
H -0.9939 2.3010 0.7988 0.316
H -1.9470 1.6709 -0.5810 0.317
H -1.1313 3.2608 -0.7076 0.357
H 1.0348 2.1002 -0.5794 0.409
H 0.2672 0.6039 -0.4603 0.273
H 0.1379 1.5072 -1.8780 0.409
O 0.5736 -1.0040 0.0623 -0.713
C 0.2479 -1.9701 0.7283 0.162
N 0.9376 -3.1394 0.7860 -0.319
H -0.6681 -1.9841 1.3674 0.287
H 1.7961 -3.2389 0.2385 0.239
H 0.6088 -3.9146 1.3670 0.253
```

Its HOMO-LUMO gap is 11.2344 eV. As for the charge: +1. The electronic energy is -266.13862 a.u. The value obtained for the energy above the lowest of the compared OMol25 structures with the same formula, charge and spin is 34.3 kJ/mol.

3.
DFT (ωB97M-V with the def2-TZVPD basis set) results for a 2-piece molecular cluster, C2H9N2O overall in a non-equilibrium geometry.

```
14
Properties=species:S:1:pos:R:3:mulliken_charge:R:1
C 1.0143 0.2291 0.7366 0.187
C -0.1743 -0.5550 0.7149 -0.390
N -0.6499 -1.0579 -0.6634 -0.254
N 2.1602 -0.4053 0.8925 -0.156
H 0.9204 1.2368 1.1988 0.344
H -1.1413 -0.5311 1.2018 0.441
H -1.2553 -1.8856 -0.6675 0.401
H -1.0639 -0.2101 -1.1302 0.339
H 0.1968 -1.2481 -1.2215 0.414
H 2.0988 -1.3733 1.2141 0.321
H 2.9660 0.0982 1.2696 0.348
H -1.6006 2.1467 -0.4463 0.334
H -1.7077 2.0529 -1.9426 0.355
O -1.7636 1.5026 -1.1566 -0.682
```

Its HOMO-LUMO gap (alpha / beta) is 8.9439 / 8.1828 eV. The spin multiplicity is 2. As for the charge: +2. Its expectation value of S² is 0.762. The electronic energy is -265.56599 a.u. The value obtained for the energy above the lowest of the compared OMol25 structures with the same formula, charge and spin is 196.0 kJ/mol.

Q: Among the records above, which one has the highest charge?
A: number 3